The following is a DFT calculation (wB97M-V/def2-TZVPD) of C4H4CuO6 as an isolated structure in a non-equilibrium geometry.

Cartesian coordinates (Å):
O1 1.623 -0.064 -0.960
C1 1.699 0.557 0.200
O2 1.587 1.771 0.285
O3 1.439 -0.241 1.205
Cu1 -0.164 3.013 -0.592
O4 -3.163 0.252 0.563
C2 -2.551 1.299 0.207
C3 1.048 -1.377 -0.828
O5 -3.174 2.373 0.454
O6 -1.517 1.263 -0.527
C4 0.601 -1.423 0.637
H1 1.798 -2.130 -1.084
H2 0.214 -1.449 -1.533
H3 1.034 -2.257 1.202
H4 -0.473 -1.587 0.769

Results
Energy, a.u.: -2246.64511
Largest force on an atom, eV Å⁻¹: 3.9
E_HOMO (alpha / beta), eV: -9.89 / -9.71
Frontier orbital gap (alpha / beta), eV: 8.61 / 8.37
Spin multiplicity: 2
⟨S²⟩: 0.7597
Energy relative to the best compared isomer or geometry (same formula, charge and spin), kJ/mol: 171.54
Total charge: 0

---

The following is a DFT calculation (wB97M-V/def2-TZVPD) of one molecule with the formula C4H4F2 in a non-equilibrium geometry.

Cartesian coordinates (Å):
F1 1.980 -0.833 0.158
C1 1.330 -0.428 1.242
C2 0.164 0.222 1.176
C3 -0.688 0.203 -0.372
C4 -0.768 0.049 -1.714
F2 -2.008 0.148 -2.210
H1 2.006 -0.514 2.147
H2 -0.395 0.569 2.070
H3 -1.701 0.595 -0.142
H4 0.081 -0.011 -2.355

Results
Energy, a.u.: -354.42123
SMILES: F/C=C\C=C\F
Largest force on an atom, eV Å⁻¹: 4.1
E_HOMO, eV: -9.26
Frontier orbital gap, eV: 10.26
Energy relative to the best compared isomer or geometry (same formula, charge and spin), kJ/mol: 208.35
Total charge: 0

---

The following is a DFT calculation (wB97M-V/def2-TZVPD) of one molecule with the formula C4H4F2N2 in a non-equilibrium geometry.

Cartesian coordinates (Å):
N1 -0.133 -2.053 0.092
C1 -0.040 -0.657 0.066
C2 -1.166 0.301 -0.052
F1 -2.434 -0.113 0.017
C3 -0.660 1.554 0.046
N2 0.686 1.459 -0.086
C4 1.050 0.161 -0.056
F2 2.334 -0.162 -0.022
H1 -0.545 -2.589 -0.667
H2 0.755 -2.516 0.166
H3 -1.131 2.456 0.113
H4 1.284 2.158 0.383

Results
Energy, a.u.: -464.02372
SMILES: Nc1c(F)c[nH]c1F
Largest force on an atom, eV Å⁻¹: 2.8
E_HOMO, eV: -8.07
Frontier orbital gap, eV: 8.93
Energy relative to the best compared isomer or geometry (same formula, charge and spin), kJ/mol: 95.22
Total charge: 0

---

The following is a DFT calculation (wB97M-V/def2-TZVPD) of one molecule with the formula C4H4F2O in a non-equilibrium geometry.

Cartesian coordinates (Å):
O1 -1.118 -2.091 0.021
C1 -0.541 -1.019 0.028
C2 -1.054 0.434 0.048
C3 0.411 0.893 -0.084
C4 0.943 -0.549 0.020
F1 1.611 -1.037 -1.038
F2 1.582 -0.896 1.147
H1 -1.565 0.703 0.971
H2 -1.696 0.660 -0.798
H3 0.781 1.538 0.705
H4 0.647 1.364 -1.019

Results
Energy, a.u.: -429.75679
SMILES: O=C1CCC1(F)F
Largest force on an atom, eV Å⁻¹: 2.7
E_HOMO, eV: -10.12
Frontier orbital gap, eV: 10.52
Energy relative to the best compared isomer or geometry (same formula, charge and spin), kJ/mol: 44.19
Total charge: 0

---

The following is a DFT calculation (wB97M-V/def2-TZVPD) of one molecule with the formula C4H4F3P3 in a non-equilibrium geometry.

Cartesian coordinates (Å):
C1 -0.632 -0.816 0.355
C2 -0.019 0.460 0.016
P1 -0.365 2.086 0.021
P2 1.514 3.071 0.165
P3 3.027 1.643 -0.165
C3 2.201 0.254 0.143
C4 2.673 -1.140 0.049
F1 2.280 -1.979 1.077
F2 2.236 -1.743 -1.085
F3 4.056 -1.227 0.142
H1 -1.701 -0.787 -0.131
H2 -0.524 -1.013 1.398
H3 -0.169 -1.589 -0.043
H4 1.444 3.479 -1.092

Results
Energy, a.u.: -1478.32517
SMILES: CC#P=[PH]=P#CC(F)(F)F
Largest force on an atom, eV Å⁻¹: 5.0
E_HOMO, eV: -9.24
Frontier orbital gap, eV: 8.54
Energy relative to the best compared isomer or geometry (same formula, charge and spin), kJ/mol: 0.00
Total charge: 0

---

The following is a DFT calculation (wB97M-V/def2-TZVPD) of a 3-piece molecular cluster, C4H4FN overall in a non-equilibrium geometry.

Cartesian coordinates (Å):
C1 -1.838 -0.183 0.525
C2 0.549 -0.752 -0.357
C3 -0.535 -0.284 0.178
C4 1.846 -0.671 -0.884
N1 -2.968 -0.074 0.553
F1 -1.470 2.260 1.928
H1 -2.148 1.678 1.092
H2 1.800 -1.265 -1.838
H3 2.599 -1.022 -0.075
H4 2.164 0.315 -1.121

Results
Energy, a.u.: -309.28501
Largest force on an atom, eV Å⁻¹: 9.3
E_HOMO, eV: -10.62
Frontier orbital gap, eV: 10.22
Energy relative to the best compared isomer or geometry (same formula, charge and spin), kJ/mol: 359.19
Total charge: 0